Record 1
94
Properties=species:S:1:pos:R:3:forces:R:3:lowdin_charge:R:1 method="wB97M-V/def2-TZVPD" homo_energy_ev=-12.0 homo_lumo_gap_ev=6.4 charge=+3 molar_mass_g_mol=538.7 max_force_ha_per_bohr=0.0651
C -8.0197 4.2125 -0.3147 0.59 -1.41 -1.35 -0.024
C -7.0931 3.3350 -1.2898 -0.47 0.20 1.31 -0.113
N -6.8937 1.8472 -0.9133 -1.77 -1.47 -0.15 -0.227
C -8.1192 1.0436 -1.4562 0.71 0.77 0.31 0.026
C -5.7153 1.2947 -1.7433 0.46 -0.48 0.24 -0.154
C -5.3069 -0.1943 -1.5309 -0.04 1.67 1.22 -0.041
C -6.9011 1.5748 0.6246 1.44 0.36 -0.28 -0.064
C -5.6652 2.1110 1.4243 -1.17 0.13 -0.52 -0.185
O -5.2748 3.4194 1.0322 -0.57 -1.03 0.27 -0.204
C -4.2904 3.9928 1.8809 0.28 0.90 -0.40 -0.072
H -7.6369 4.1401 0.7033 0.03 0.43 -0.23 0.064
H -9.0764 3.9454 -0.3261 0.05 -0.36 -0.06 0.074
H -7.9976 5.2205 -0.7287 0.32 0.05 0.30 0.088
H -6.0955 3.7717 -1.2426 -0.13 -0.07 -0.18 0.114
H -7.4504 3.2525 -2.3163 -0.04 0.47 0.08 0.124
H -8.0442 1.0381 -2.5436 -0.12 0.14 0.12 0.107
H -9.0300 1.5458 -1.1302 0.09 -0.18 0.02 0.107
H -8.0552 0.0150 -1.1013 -0.10 0.26 0.11 0.094
H -4.8662 1.9345 -1.5029 0.05 -0.11 0.03 0.130
H -5.8970 1.3827 -2.8145 -0.70 0.72 0.21 0.127
H -6.0950 -0.9474 -1.5254 -0.01 0.24 -0.22 0.077
H -4.8508 -0.1122 -0.5444 0.29 -0.98 0.03 0.064
H -4.5380 -0.4131 -2.2719 -0.10 -0.08 0.13 0.092
H -6.9356 0.5010 0.8084 0.27 -0.13 -0.50 0.125
H -7.8253 1.9021 1.1009 -0.08 0.61 -0.78 0.129
H -4.8839 1.3516 1.3914 0.51 0.28 -0.22 0.119
H -6.0584 2.1263 2.4407 0.22 0.02 0.37 0.128
H -4.4447 3.8526 2.9508 -0.09 -0.68 -0.01 0.093
H -4.3628 5.0748 1.7712 -0.03 0.00 -0.32 0.096
H -3.3041 3.6970 1.5233 0.13 -0.20 0.40 0.097
C -0.1501 -0.5248 4.4772 0.93 -0.75 0.52 0.041
N 0.3678 -1.9611 4.4033 0.36 -1.22 -1.13 -0.323
C 0.4067 -2.6653 5.7183 -1.37 0.11 0.80 -0.001
C -0.6545 -2.7047 3.5180 0.64 0.34 -0.84 0.002
C 1.7905 -2.0626 3.7364 -0.95 1.09 0.66 -0.052
C 2.8072 -1.0410 4.2518 0.65 0.66 -0.50 -0.248
O 2.8480 -0.7918 5.6316 -0.73 -0.47 0.41 -0.049
H 0.4675 -0.0201 5.2201 -0.24 0.08 0.00 0.106
H -1.1947 -0.5946 4.7805 0.17 0.21 -0.03 0.111
H -0.0232 -0.0485 3.5051 -0.16 -0.16 -0.01 0.115
H 0.5932 -3.7347 5.6200 0.45 0.21 -0.42 0.115
H -0.6239 -2.6235 6.0705 -0.01 0.12 0.30 0.107
H 1.0419 -2.2095 6.4778 0.19 0.14 -0.54 0.110
H -0.3963 -3.7331 3.2653 0.47 0.00 0.65 0.108
H -0.6584 -2.1956 2.5542 -0.10 0.27 0.09 0.102
H -1.6696 -2.6966 3.9150 0.33 0.25 0.44 0.110
H 1.5914 -1.7703 2.7054 0.26 -0.44 -0.15 0.131
H 2.1870 -3.0721 3.8451 -0.57 -0.06 0.01 0.138
H 2.6825 -0.0965 3.7221 -0.36 0.13 -0.15 0.123
H 3.8037 -1.3755 3.9634 -0.06 -0.45 -0.46 0.131
H 3.6182 -0.2396 5.7847 0.05 0.06 0.28 0.110
C 7.3513 3.7692 1.0409 -1.40 -0.14 -0.53 0.011
N 7.1209 4.3968 -0.3104 0.23 -0.09 -1.49 -0.341
C 5.8228 5.2660 -0.3549 0.97 -1.21 0.90 0.042
C 8.2945 5.3350 -0.5569 -1.02 -0.17 -0.88 0.000
C 7.1500 3.3273 -1.4898 -1.37 -0.39 1.55 -0.025
C 5.7509 2.5823 -1.8013 2.53 1.08 -1.05 -0.237
O 5.2536 1.8370 -0.7496 -0.09 0.43 1.03 -0.041
H 8.3880 3.4532 1.1570 -0.13 0.22 -0.12 0.115
H 6.6754 2.9159 1.0967 0.13 -0.03 0.18 0.097
H 7.0315 4.5164 1.7672 0.38 -0.13 0.17 0.108
H 6.0536 6.0052 0.4122 -0.56 0.31 -0.34 0.104
H 4.9678 4.6522 -0.0712 0.24 -0.10 0.27 0.104
H 5.5802 5.6662 -1.3393 0.73 0.09 0.03 0.113
H 8.3930 6.0381 0.2701 -0.06 -0.08 -0.14 0.115
H 7.9841 5.8056 -1.4898 0.53 0.58 0.17 0.105
H 9.2206 4.7910 -0.7427 -0.18 -0.18 0.28 0.115
H 7.8935 2.6038 -1.1553 -0.01 -0.02 -0.09 0.128
H 7.5347 3.8552 -2.3624 -0.34 -0.10 -0.04 0.127
H 6.0175 1.8853 -2.5957 0.22 0.14 -0.39 0.123
H 5.1187 3.3359 -2.2709 -0.60 -0.08 0.43 0.119
H 4.3095 1.7095 -0.8677 -0.29 -0.06 0.00 0.107
C 2.1396 -4.2218 -2.5986 1.04 -1.17 -1.53 0.023
N 1.1988 -5.0087 -3.5994 -0.54 2.93 1.53 -0.295
C -0.0072 -5.3232 -2.6939 0.72 -2.26 -1.02 0.003
C 0.6655 -3.9634 -4.6403 1.01 -1.57 0.76 0.037
C 1.8455 -6.1751 -4.3895 1.48 -0.06 1.61 -0.064
C 2.6209 -7.1892 -3.4851 -2.40 -0.02 -0.32 -0.192
O 1.5870 -7.9482 -2.8608 0.46 -0.05 0.69 -0.061
H 1.9344 -3.1516 -2.5728 -0.45 -0.27 -0.12 0.107
H 3.1488 -4.3780 -2.9796 0.05 0.36 -0.20 0.095
H 2.1899 -4.6542 -1.5993 -0.72 -0.12 -0.16 0.097
H -0.4657 -4.4765 -2.1830 0.51 0.25 -0.47 0.114
H 0.3687 -6.0668 -1.9912 -0.28 0.30 0.17 0.082
H -0.7107 -5.8712 -3.3206 -0.29 0.27 0.09 0.113
H 0.0253 -3.2476 -4.1246 0.24 -0.03 -0.12 0.108
H 0.1134 -4.5793 -5.3502 -0.03 0.43 -0.15 0.105
H 1.5746 -3.5403 -5.0677 -0.41 0.25 -0.23 0.109
H 2.6908 -5.8593 -5.0009 -0.64 1.20 -0.50 0.136
H 1.0330 -6.6005 -4.9785 0.29 -0.29 0.15 0.141
H 3.2523 -6.7174 -2.7321 0.11 0.25 -0.25 0.118
H 3.2325 -7.8606 -4.0878 0.00 0.21 -0.21 0.134
H 1.6809 -7.7821 -1.9199 -0.18 -0.58 0.20 0.085
Br -0.1372 1.1129 -0.9321 0.10 -0.32 0.23 -0.970



Record 2
94
Properties=species:S:1:pos:R:3:forces:R:3:lowdin_charge:R:1 method="wB97M-V/def2-TZVPD" homo_energy_ev=-9.4 homo_lumo_gap_ev=10.0 molar_mass_g_mol=478.8 max_force_ha_per_bohr=0.0615 smiles=COC[C@H](C)N.COC[C@H](C)N.CC(C)O.CC(C)O.CC(C)O.CC(C)O.CC(C)O
C 1.3697 -5.1590 -3.6194 -0.12 1.70 -1.70 -0.070
C 0.1157 -4.3564 -3.3239 -0.47 0.19 -0.12 -0.413
C -0.6452 -4.0881 -4.6678 1.87 -0.43 0.72 -0.234
O -1.7662 -3.3092 -4.4570 -0.88 0.76 -0.69 -0.217
C -2.5570 -3.2200 -5.6384 -0.73 -0.31 -0.30 -0.094
N -0.6299 -5.1758 -2.3242 0.36 0.05 -1.08 0.040
H 2.1203 -4.6113 -4.2351 -0.39 -0.04 0.73 0.093
H 1.0611 -5.9382 -4.2849 0.02 -1.21 0.00 0.066
H 1.7460 -5.4561 -2.6823 0.79 -0.77 0.80 0.065
H 0.3842 -3.4067 -2.8568 -0.19 0.04 0.01 0.124
H -0.9449 -5.0821 -5.0080 0.00 -0.12 -0.49 0.122
H 0.0328 -3.5752 -5.4221 -0.55 -0.80 0.70 0.130
H -3.1258 -4.1493 -5.8098 0.34 -0.02 0.17 0.091
H -2.0159 -3.0223 -6.6004 0.03 0.13 1.03 0.105
H -3.3168 -2.4648 -5.4520 0.17 0.27 -0.12 0.089
H -0.8170 -6.0748 -2.7813 -0.09 0.26 0.40 0.075
H -1.5172 -4.7741 -2.0628 -0.18 0.21 -0.12 0.063
C 2.5607 0.2767 0.3885 -0.22 -1.41 0.59 -0.052
C 3.0101 1.7268 0.2692 -0.43 0.24 0.55 -0.384
C 2.7917 2.3741 -1.0713 1.23 0.46 0.00 -0.246
O 3.5682 1.6948 -1.9965 0.83 0.35 -1.58 -0.173
C 3.6089 2.2691 -3.2971 -0.15 0.44 -0.43 -0.109
N 2.0626 2.4199 1.1934 1.15 -0.20 0.77 0.045
H 2.4644 0.1149 1.4999 0.01 -0.06 -1.05 0.082
H 3.1386 -0.6253 -0.0028 -0.36 1.71 0.11 0.103
H 1.5413 0.2438 -0.0363 0.48 -0.33 0.14 0.052
H 4.0821 1.8122 0.5563 -0.78 0.29 0.22 0.155
H 2.9565 3.4895 -1.0790 0.32 -0.84 0.20 0.147
H 1.7947 2.2443 -1.3438 -2.27 -0.14 -0.35 0.092
H 2.6480 2.2375 -3.8993 0.74 -0.33 0.89 0.093
H 4.3969 1.7353 -3.8149 -0.13 -0.28 -0.29 0.079
H 3.9331 3.3349 -3.3397 -0.25 -0.42 0.61 0.089
H 2.1838 3.4051 1.1173 0.25 0.96 0.01 0.071
H 1.0999 2.2838 0.9192 -0.25 -0.38 -0.29 0.052
C -1.2532 0.3744 -0.4161 0.05 0.51 0.08 -0.038
C -1.3772 1.8063 -0.9934 -2.21 -1.63 0.31 -0.496
C -2.8071 2.0035 -1.5153 -0.08 -0.51 1.44 -0.041
O -1.1128 2.7804 -0.0505 1.13 0.94 0.79 -0.054
H -1.2460 -0.3973 -1.1971 -0.04 0.36 0.25 0.064
H -2.0631 0.1838 0.2920 0.00 -0.04 0.08 0.075
H -0.3012 0.3600 0.1161 -0.13 -0.31 0.12 0.046
H -0.6672 1.7920 -1.7803 0.86 0.84 -0.90 0.100
H -3.1379 2.9863 -1.7247 0.66 1.43 -1.08 0.056
H -3.4907 1.9014 -0.6403 0.28 -1.10 -0.47 0.092
H -2.9818 1.3335 -2.3389 -0.59 -0.36 -0.17 0.065
H -1.4875 2.5516 0.8181 -0.09 -0.11 -0.09 0.051
C -0.7267 4.1289 3.2847 0.87 0.98 -0.67 -0.054
C -1.7108 3.1031 3.7657 -0.31 -0.46 -0.20 -0.432
C -3.0191 3.5912 4.3823 0.16 -1.16 -1.03 -0.034
O -2.0884 2.2703 2.6121 0.83 1.22 0.04 -0.071
H 0.2679 3.6813 3.1001 -0.64 -0.19 -0.49 0.058
H -0.4233 4.9101 4.0053 -0.86 -0.28 0.07 0.093
H -1.0996 4.6280 2.3745 0.28 -0.12 0.25 0.094
H -1.1165 2.5069 4.4533 -0.50 -0.37 0.33 0.102
H -3.6769 4.0052 3.6243 0.03 0.06 -0.19 0.087
H -2.9384 4.2744 5.1661 0.57 1.34 1.23 0.055
H -3.5061 2.7319 4.8183 -0.37 -0.39 0.00 0.076
H -2.3362 1.3899 2.8681 -0.16 -0.65 0.52 0.077
C -0.7783 -2.2832 5.0727 -0.43 2.32 -0.58 -0.048
C -1.1563 -1.9389 3.6127 -0.86 -0.69 1.92 -0.480
C -0.9120 -3.1584 2.7978 0.66 -0.99 0.66 -0.065
O -2.5487 -1.5618 3.5289 0.85 0.44 0.61 -0.041
H -1.0142 -1.5408 5.8580 0.24 0.15 -0.73 0.089
H 0.2600 -2.4975 5.0797 1.07 -0.25 0.28 0.066
H -1.3251 -3.1140 5.3618 -0.97 -1.95 0.45 0.049
H -0.5502 -1.1624 3.2336 0.60 1.20 -0.33 0.092
H -1.1675 -2.9416 1.7791 -0.27 -0.42 -0.72 0.077
H -1.4146 -4.0310 3.2650 -0.16 0.45 -0.69 0.103
H 0.1507 -3.4173 2.8514 -0.03 0.13 -0.26 0.093
H -2.8796 -2.0812 2.8119 -0.70 -0.30 -0.66 0.057
C 0.9146 0.8101 4.2943 -0.54 1.29 1.54 -0.075
C 1.8823 1.8646 4.8311 1.14 -2.29 0.30 -0.449
C 2.1343 1.6406 6.3407 -0.72 0.71 0.34 -0.049
O 3.1249 1.7452 4.0723 -0.91 0.47 1.21 -0.064
H -0.0103 0.8850 4.8769 -0.05 -0.12 -0.06 0.072
H 1.3184 -0.1403 4.5158 0.49 -1.25 -0.27 0.069
H 0.6571 0.9897 3.2751 0.09 -0.15 -0.89 0.056
H 1.4321 2.7996 4.6830 -0.35 1.70 -0.18 0.090
H 2.5319 2.5375 6.8705 0.31 -0.68 -0.66 0.081
H 2.7377 0.7435 6.5307 -0.01 0.36 -0.11 0.082
H 1.1578 1.5098 6.8685 0.50 -0.19 -0.58 0.081
H 2.8535 2.0437 3.1992 0.11 0.01 -0.73 0.024
C 1.1568 -0.8910 -4.8017 -1.10 0.10 1.26 -0.033
C 0.0300 -0.1018 -4.1132 0.44 0.16 1.57 -0.465
C -0.9434 0.5484 -5.0585 2.09 -0.84 -2.22 -0.040
O -0.7363 -0.9474 -3.2364 0.17 -0.48 -0.66 -0.093
H 0.6911 -1.5769 -5.4664 -0.34 -0.94 -0.61 0.045
H 1.7639 -1.4264 -4.0623 -0.08 0.21 -0.22 0.094
H 1.7377 -0.2585 -5.4120 0.99 0.89 -0.57 0.062
H 0.5278 0.6378 -3.4342 -0.54 -0.40 -0.42 0.128
H -0.4607 1.3313 -5.6733 -0.44 -0.02 0.48 0.096
H -1.8662 0.8055 -4.6475 -1.20 0.89 1.01 0.052
H -1.1660 -0.2462 -5.7817 -0.23 0.03 -0.20 0.076
H -1.1688 -1.6471 -3.7849 0.34 0.45 0.50 0.066